2 unconnected molecules or ions with the total composition C3H8N2O2S in a non-equilibrium geometry. Source: the Open Molecules 2025 dataset; level of theory: ωB97M-V/def2-TZVPD.

- Energy relative to the best compared isomer or geometry (same formula, charge and spin): 306.5 kJ/mol

Structure (ORCA input):
```
! wB97M-V def2-TZVPD RIJCOSX def2/J DEFGRID3
* xyz 0 1
S -1.010 -0.192 -0.212
O 2.668 -0.127 1.416
O -0.523 -1.380 -1.225
N -0.442 1.120 -0.741
N 1.728 -2.013 0.361
C 2.042 1.179 1.276
C 2.232 -1.097 0.785
C -2.839 -0.342 -0.634
H 2.718 1.599 0.614
H 0.950 1.092 0.769
H -3.062 -1.374 -0.817
H -0.694 1.415 -1.693
H 2.166 1.541 2.329
H 0.266 -1.864 -0.792
H -2.789 0.297 -1.605
H -3.412 0.149 0.168
*
```

2 unconnected molecules or ions with the total composition C3H8N2O2S in a non-equilibrium geometry. Source: the Open Molecules 2025 dataset; level of theory: ωB97M-V/def2-TZVPD.

- Energy relative to the best compared isomer or geometry (same formula, charge and spin): 121.2 kJ/mol

Structure (ORCA input):
```
! wB97M-V def2-TZVPD RIJCOSX def2/J DEFGRID3
* xyz 0 3
S 2.625 -0.238 0.724
O 3.254 0.653 -0.489
O 2.392 -1.692 0.124
N -0.154 -0.519 -0.539
N -1.144 1.399 0.065
C 0.000 0.749 -0.495
C -1.579 -0.881 -0.166
C -2.000 0.375 0.644
H 4.262 0.717 -0.599
H -2.100 -0.897 -1.143
H -3.113 0.449 0.408
H 1.462 -1.832 -0.282
H -1.062 2.329 0.447
H -1.784 -1.768 0.458
H -1.951 0.060 1.791
H 0.890 1.095 -0.948
*
```

2 unconnected molecules or ions with the total composition C3H8N2O3S in a non-equilibrium geometry. Source: the Open Molecules 2025 dataset; level of theory: ωB97M-V/def2-TZVPD.

- Energy relative to the best compared isomer or geometry (same formula, charge and spin): 860.8 kJ/mol

Structure (ORCA input):
```
! wB97M-V def2-TZVPD RIJCOSX def2/J DEFGRID3
* xyz 0 1
S 2.367 0.103 0.013
O -0.184 0.931 0.009
O 2.667 0.988 1.078
O 2.883 0.328 -1.292
N -0.282 -1.852 0.993
N 2.854 -1.432 0.482
C -1.591 0.638 0.100
C 0.573 -0.076 -0.165
C -2.544 1.487 -0.764
H -2.817 2.464 -0.465
H 2.167 -1.695 1.167
H -1.504 -0.467 0.023
H -2.243 1.271 -1.771
H 0.093 -2.581 0.516
H 2.850 -1.825 -0.349
H -1.779 0.780 1.167
H -3.512 0.939 -0.743
*
```

A gas-phase ion, C3H8N2O4P (charge -1) in a non-equilibrium geometry. Source: the Open Molecules 2025 dataset; level of theory: ωB97M-V/def2-TZVPD.

- SMILES string: NC[P@](=O)(O)NCC(=O)[O-]
- Energy relative to the best compared isomer or geometry (same formula, charge and spin): 0.0 kJ/mol

Structure (ORCA input):
```
! wB97M-V def2-TZVPD RIJCOSX def2/J DEFGRID3
* xyz -1 1
P -0.721 1.099 -0.317
O 2.047 -1.774 0.564
O -0.837 2.471 -0.950
O -1.735 0.107 -1.079
O 2.644 -2.325 -1.536
N 0.846 0.519 -0.254
N -1.331 -0.408 1.965
C 1.430 -0.296 -1.330
C -1.403 0.981 1.363
C 2.088 -1.625 -0.652
H -1.142 -0.338 2.949
H 0.920 -0.051 0.641
H 0.733 -0.737 -2.137
H -0.773 -1.037 1.357
H -2.417 1.147 1.291
H -0.988 1.677 1.995
H 2.159 0.439 -1.861
H -1.521 0.152 -2.008
*
```

A single C3H8N2O6S molecule in a non-equilibrium geometry. Source: the Open Molecules 2025 dataset; level of theory: ωB97M-V/def2-TZVPD.

- SMILES string: CCOS(=O)(=O)O/[N+]([O-])=N/OC
- Energy relative to the best compared isomer or geometry (same formula, charge and spin): 0.0 kJ/mol

Structure (ORCA input):
```
! wB97M-V def2-TZVPD RIJCOSX def2/J DEFGRID3
* xyz 0 1
S 1.136 0.657 -0.857
O -2.538 -0.851 -1.831
O 0.934 -0.709 -1.716
O -0.496 -2.039 -0.578
O 1.781 1.625 -1.699
O -0.136 0.958 -0.221
O 2.179 0.103 0.212
N -1.227 -0.557 -2.111
N -0.389 -1.228 -1.479
C -3.372 -0.501 -2.895
C 1.813 -0.843 1.263
C 1.138 -0.064 2.456
H 0.922 -0.946 3.046
H 1.051 -1.601 0.830
H 0.148 0.239 2.071
H -3.061 0.469 -3.163
H 2.762 -1.220 1.535
H 1.675 0.582 3.066
H -3.249 -1.221 -3.692
H -4.385 -0.555 -2.440
*
```

A single C3H8N2OS molecule in a non-equilibrium geometry. Source: the Open Molecules 2025 dataset; level of theory: ωB97M-V/def2-TZVPD.

- SMILES string: N/N=C(\CO)CS
- Energy relative to the best compared isomer or geometry (same formula, charge and spin): 256.7 kJ/mol

Structure (ORCA input):
```
! wB97M-V def2-TZVPD RIJCOSX def2/J DEFGRID3
* xyz 0 1
S 2.288 -0.622 -0.575
O 0.616 1.965 0.091
N -1.186 -1.147 0.128
N -2.419 -0.673 -0.378
C -0.224 -0.328 0.318
C 1.136 -0.729 0.866
C -0.501 1.166 -0.117
H -0.785 1.136 -1.173
H 1.133 -1.729 1.309
H -1.363 1.532 0.419
H -2.275 0.092 -1.011
H 1.557 0.053 1.514
H -2.720 -1.502 -0.901
H 3.414 -0.786 -0.036
H 1.330 1.572 -0.453
*
```

A molecular structure, C3H8N2OS in a non-equilibrium geometry. Source: the Open Molecules 2025 dataset; level of theory: ωB97M-V/def2-TZVPD.

- Energy relative to the best compared isomer or geometry (same formula, charge and spin): 804.6 kJ/mol

Structure (ORCA input):
```
! wB97M-V def2-TZVPD RIJCOSX def2/J DEFGRID3
* xyz 0 1
S 0.275 -1.010 -0.023
O -1.817 0.670 0.116
N 1.401 1.503 -0.008
N 2.948 -0.226 -0.023
C -1.206 -0.226 0.927
C -2.906 0.097 -0.711
C 1.597 0.309 -0.129
H 2.973 -0.961 -1.524
H 3.447 0.598 -0.335
H 0.452 1.773 0.349
H -0.727 0.386 1.843
H -4.051 -0.004 0.087
H -1.731 -1.047 1.409
H -2.675 -1.174 -1.301
H -2.904 1.201 -1.402
*
```

A single C3H8N2OS molecule in a non-equilibrium geometry. Source: the Open Molecules 2025 dataset; level of theory: ωB97M-V/def2-TZVPD.

- SMILES string: N/N=C/SCCO
- Energy relative to the best compared isomer or geometry (same formula, charge and spin): 509.6 kJ/mol

Structure (ORCA input):
```
! wB97M-V def2-TZVPD RIJCOSX def2/J DEFGRID3
* xyz 0 1
S 0.101 2.151 -0.129
O -2.685 -0.799 -0.114
N 2.623 -0.947 -0.185
N 1.386 -0.260 -0.455
C -1.061 0.742 -0.703
C -1.724 -0.010 0.511
C 1.372 0.927 0.202
H 2.937 -0.605 0.929
H 2.423 -2.081 -0.302
H 2.163 1.189 1.144
H -2.275 -1.515 -0.570
H -1.671 1.191 -1.372
H -2.358 0.719 1.039
H -0.214 -0.105 -1.063
H -1.017 -0.598 1.067
*
```